a.
Entry from the Open Molecules 2025 dataset: a single C9H17NO2 molecule (wB97M-V/def2-TZVPD).

Output
- Structure (SMILES): CN1CCC2(CC1)C[C@H](O)CO2
- E_HOMO: -8.410 eV
- Orbital gap: 9.086 eV

```
29
Properties=species:S:1:pos:R:3:mulliken_charge:R:1
C -2.7854 0.9619 1.4835 -0.855
C -0.6327 0.0635 2.0050 -0.738
C -0.5785 -1.0284 0.9070 -1.188
C 0.0208 -0.4699 -0.3563 1.855
C 1.6100 -0.2213 -0.1683 -1.501
C 2.1962 -1.1686 -1.2516 0.452
C 1.0584 -1.3138 -2.2793 -0.769
C -0.5218 0.8683 -0.6622 -1.006
C -0.7117 1.8590 0.5647 -0.913
H -3.2738 1.9056 0.8877 0.242
H -2.8601 0.1052 0.7832 0.335
H -3.2903 0.9276 2.5217 0.298
H -1.2140 -0.3474 2.8626 0.381
H 0.3604 0.3610 2.4317 0.320
H 0.0807 -1.8296 1.3500 0.279
H -1.5327 -1.4556 0.6736 0.455
H 1.9161 0.7857 -0.5426 0.389
H 2.0659 -0.2484 0.8046 0.428
H 2.3821 -2.1598 -0.8214 0.248
H 3.6907 -1.2879 -2.4983 0.366
H 1.0237 -2.2394 -2.8998 0.375
H 1.1197 -0.4116 -2.9814 0.274
H 0.1888 1.4027 -1.4111 0.332
H -1.5363 0.8921 -1.2170 0.271
H -1.1653 2.8006 0.2780 0.473
H 0.4346 2.0470 0.9316 0.239
N -1.3487 1.2288 1.7076 0.038
O 3.3810 -0.6519 -1.6880 -0.557
O -0.0777 -1.3754 -1.4151 -0.526
```

b.
Entry from the Open Molecules 2025 dataset: a single C9H17NO2 molecule (wB97M-V/def2-TZVPD).

Output
- Structure (SMILES): CN1CCC2(CC1)C[C@H](O)CO2
- E_HOMO: -8.719 eV
- Orbital gap: 9.434 eV

```
29
Properties=species:S:1:pos:R:3:mulliken_charge:R:1
C -3.5588 0.3936 -0.0305 -0.919
C -1.7005 -0.3540 -1.3060 -0.971
C -0.6632 0.7293 -1.0495 -0.497
C 0.2237 0.2593 0.1099 1.021
C 1.0317 -0.8676 -0.1141 -1.455
C 2.4502 -0.2844 -0.4753 0.277
C 2.4609 1.1531 0.1529 -0.761
C -0.6390 0.1737 1.3932 -0.546
C -1.7409 -0.8281 1.0759 -0.834
H -4.3973 0.3115 0.7112 0.307
H -3.1781 1.3573 0.1726 0.347
H -4.1935 0.4263 -0.9891 0.290
H -2.3774 -0.1171 -2.1371 0.399
H -1.0881 -1.1720 -1.5857 0.408
H -0.0522 0.9064 -2.0434 0.250
H -1.1956 1.6193 -0.6077 0.237
H 1.3136 -1.5353 0.6936 0.443
H 0.5205 -1.4874 -0.7654 0.602
H 2.5756 -0.1977 -1.6420 0.196
H 4.3875 -0.5850 0.0286 0.354
H 3.0208 1.8723 -0.5430 0.256
H 3.1055 0.9112 1.2382 0.293
H 0.0980 -0.1725 2.1986 0.351
H -1.1577 1.1200 1.8622 0.239
H -2.3214 -1.1448 2.0107 0.414
H -1.0263 -1.7303 0.8996 0.313
N -2.5343 -0.7134 -0.1263 0.004
O 3.4728 -1.1124 -0.0432 -0.543
O 1.0924 1.4077 0.3985 -0.475
```

Relative energy table, unit kJ/mol: a 0.0; b 102.6